Density functional theory data (ωB97M-V with the def2-TZVPD basis set) for a structure of composition C26H16Cl4N4OV at a distorted geometry.

```
52
Properties=species:S:1:pos:R:3:forces:R:3:mulliken_charge:R:1
V 1.066381 -0.370876 0.779014 -0.53 0.77 0.23 -0.03
Cl 2.309041 5.565399 -3.207465 -0.01 -0.07 0.05 -0.10
C 2.196697 4.248322 -2.127195 -0.03 0.12 -0.16 0.03
C 3.030529 4.197058 -1.011320 0.07 -0.10 0.18 -0.51
C 2.960757 3.133323 -0.111840 0.01 0.29 -0.29 -0.81
C 2.039380 2.152933 -0.383797 -0.05 -0.92 0.74 0.49
O 1.901194 1.052564 0.458958 0.30 0.74 -0.50 -0.33
C 1.186450 2.163693 -1.484614 -0.11 0.13 -0.26 0.23
C 0.244852 1.102321 -1.722053 0.09 -0.02 0.08 0.79
N 0.050196 0.073699 -0.962995 -0.35 -0.19 -0.10 0.99
C -0.943302 -0.910875 -1.338443 0.23 0.25 0.12 1.03
C -1.738036 -0.904172 -2.453625 -0.10 -0.06 -0.05 -1.15
C -2.648393 -1.961265 -2.680868 0.07 0.08 0.02 -1.14
C -2.748775 -3.004024 -1.803881 0.00 -0.04 0.04 -0.89
C -1.931885 -3.035174 -0.647311 -0.07 0.01 -0.08 0.38
C -1.956050 -4.077125 0.302235 0.01 -0.05 0.07 -0.59
C -1.108117 -4.043985 1.386335 -0.05 -0.02 -0.04 -1.04
C -0.237695 -2.968001 1.523215 0.06 0.11 -0.05 -0.09
N -0.208276 -1.947038 0.662585 -0.04 -0.44 -0.15 0.36
C -1.035293 -1.975051 -0.431879 0.03 -0.11 0.19 0.53
C 1.273016 3.236197 -2.373140 0.05 -0.03 0.10 -1.26
H 3.742752 4.994930 -0.846169 -0.01 0.00 -0.01 0.49
H 3.612457 3.085500 0.749460 -0.01 -0.03 0.01 0.53
H -0.347248 1.192352 -2.626876 0.02 0.02 -0.03 0.21
H -1.694973 -0.112063 -3.188463 -0.01 -0.01 -0.01 0.47
H -3.264143 -1.935405 -3.569305 0.00 0.00 0.00 0.45
H -3.443241 -3.814779 -1.982960 0.00 0.00 -0.01 0.51
H -2.638733 -4.908160 0.167019 0.00 0.01 -0.01 0.52
H -1.097233 -4.835776 2.121786 0.00 0.00 0.00 0.49
H 0.456477 -2.932796 2.356970 0.00 -0.01 0.01 0.50
H 0.635505 3.286378 -3.246777 0.00 0.01 0.00 0.54
C 0.443484 0.286520 2.681241 0.02 -0.11 0.02 -1.78
C -0.717461 0.857275 2.083029 0.25 -0.17 -0.16 1.41
C -0.686965 2.210994 1.635215 -0.03 0.05 -0.04 -0.35
C -1.818808 2.808939 1.148562 0.09 -0.02 0.00 -0.95
C -3.012846 2.070208 1.100278 -0.14 0.03 -0.06 0.90
C -3.081540 0.742369 1.557719 0.04 -0.03 -0.01 -0.93
C -1.948058 0.139247 2.032205 -0.07 0.04 -0.05 -0.19
C -4.190298 2.681833 0.564394 0.03 0.01 0.02 -0.36
N -5.125479 3.166855 0.104054 0.02 -0.02 0.00 -0.27
H 0.347541 -0.640040 3.247627 -0.06 0.02 0.03 0.59
H 1.246414 0.941054 3.005779 0.00 0.00 0.05 0.53
H 0.234041 2.776309 1.709001 -0.01 0.01 0.04 0.64
H -1.813957 3.840485 0.823237 0.00 0.00 0.01 0.59
H -4.028551 0.220419 1.536754 0.00 0.00 0.00 0.58
H -1.992033 -0.879045 2.396559 0.00 0.01 0.05 0.58
Cl 6.084691 -2.033904 -0.227080 0.06 0.06 -0.04 -0.02
C 4.792312 -3.066474 0.338008 -0.45 0.28 0.02 0.92
Cl 5.044888 -3.613079 1.986836 0.01 -0.04 0.06 -0.03
Cl 4.446697 -4.383415 -0.763865 0.04 -0.13 -0.07 -0.02
C 3.544417 -2.239340 0.366824 0.28 -0.27 -0.11 -0.14
N 2.567224 -1.635316 0.367024 0.32 -0.18 0.11 -0.29
```
Positions in Å, forces in eV/Å.

## Properties
F_max: 1.18 eV/A
Energy above the lowest of the compared OMol25 structures with the same formula, charge and spin: 7.3 kcal per mole
Net charge: +3
LUMO (alpha / beta): -11.99 / -11.98 eV
Spin multiplicity: 1

Density functional theory data (ωB97M-V with the def2-TZVPD basis set) for the ion C8H15BrClN3O with charge +2 at a distorted geometry.

```
29
Properties=species:S:1:pos:R:3:forces:R:3:mulliken_charge:R:1
C -0.916357 0.014303 0.379857 2.08 -1.04 -1.65 -0.47
C 0.086841 -0.469957 2.606368 -0.55 -0.62 -1.13 0.59
C -1.768057 1.034952 3.325030 -1.85 0.00 0.92 0.00
C -1.714527 2.180761 2.638975 1.09 -1.53 0.13 -0.63
C 0.199606 0.680884 -2.995226 2.12 0.35 1.73 -1.38
C 0.171288 -1.737365 -2.350781 0.69 0.14 -1.46 -1.48
C 1.848591 -0.078805 -1.226091 -3.82 1.50 3.17 -0.82
C 0.317605 -0.321701 -1.810207 3.70 -0.55 -2.45 0.63
N 0.037037 -0.504904 1.224301 -0.19 0.29 -0.05 0.02
N -0.853503 -0.032578 3.443781 2.24 -0.60 0.63 -0.11
N -0.759171 -0.059753 -0.938033 -1.03 0.99 4.25 0.10
O 2.140215 -1.035385 -0.131763 0.80 0.15 -1.90 -0.53
Cl 1.438467 -1.286165 3.234808 -0.62 0.28 -0.03 -0.05
Br -0.281897 2.723652 1.557553 -0.26 0.19 0.30 0.05
H -2.643508 0.870733 4.016628 0.95 0.25 -0.96 0.35
H -1.791495 0.481552 0.735513 -0.94 0.16 0.46 0.70
H -2.567692 2.796137 2.708062 -0.58 0.97 -0.06 0.46
H 0.151675 1.734739 -2.515493 -0.04 -1.46 -1.41 0.40
H 1.239708 0.492364 -3.463807 -2.18 0.89 -0.19 0.37
H -0.656306 0.371280 -3.599552 0.29 0.55 -0.26 0.49
H 0.895007 -1.998605 -3.175115 -0.30 0.63 0.98 0.37
H -0.791872 -1.861686 -2.874730 0.08 -0.28 0.87 0.40
H 0.399872 -2.355791 -1.511926 -0.49 -1.22 0.28 0.41
H 2.537431 0.003893 -2.067118 0.19 -0.28 0.59 0.60
H 1.677225 0.911800 -0.578704 1.08 -1.59 -1.93 0.28
H 0.885214 -0.940575 0.674624 -0.24 0.33 1.13 0.22
H -0.688083 -0.414633 4.422076 -0.43 0.84 -1.38 0.32
H -1.495452 0.418901 -1.393649 -1.12 0.36 -0.71 0.37
H 2.902136 -1.618050 -0.335382 -0.64 0.31 0.13 0.35
```
Positions in Å, forces in eV/Å.

## Properties
F_max: 5.18 eV/A
SMILES: CC(C)(CO)/[NH+]=C\N/C(Cl)=[NH+]\C=C/Br
Net charge: +2
LUMO (alpha / beta): -8.90 / -8.90 eV
Spin multiplicity: 1

Density functional theory data (ωB97M-V with the def2-TZVPD basis set) for a cluster of 4 separate species, C24H34FINO8S4 in total at a distorted geometry.

```
73
Properties=species:S:1:pos:R:3:forces:R:3:mulliken_charge:R:1
C 1.025544 -0.153484 -1.524455 -7.12 -7.73 -0.64 -0.33
C 0.156778 -1.282920 -1.613015 5.00 8.22 -0.15 -0.03
O -1.028257 -2.167605 -1.870371 0.82 3.54 3.42 -0.20
C -1.827046 -1.986310 -0.612525 4.58 -0.65 5.66 0.61
O -1.090784 -2.110200 0.527089 -6.12 0.87 -7.51 -0.38
C -3.442124 -1.609062 -0.603910 -4.17 0.83 -0.52 0.23
C -4.436113 -1.953585 0.694211 -1.02 0.67 -2.59 -0.24
S -3.825813 -2.855671 2.251072 -0.60 0.41 -1.30 -0.19
C -6.052578 -1.528871 0.727606 3.23 0.45 -2.66 -0.10
N -6.647123 -0.805890 -0.460665 4.64 -1.60 0.40 -0.34
I -8.650875 -0.230050 -0.369812 0.79 -0.30 0.05 0.35
C -5.833967 -0.481870 -1.726810 0.61 -0.43 1.24 0.30
C -6.705460 0.284536 -2.925602 1.31 3.66 0.74 -0.61
C -6.604922 1.796557 -3.005410 -0.02 -3.65 0.24 -0.40
C -4.214564 -0.854239 -1.880805 -1.13 -0.54 2.95 0.09
C -3.435265 -0.455754 -3.273756 -0.40 0.42 -1.62 0.52
C -3.154762 -1.777982 -4.259205 0.80 0.01 0.17 -0.90
F -2.170649 0.335889 -3.034499 -2.96 -2.05 0.02 -0.32
H 1.610135 0.877510 -1.396666 -1.36 -3.19 -0.30 0.36
H -3.464983 -4.191854 1.937339 -0.54 1.65 -0.56 0.23
H -6.697974 -1.773037 1.699873 1.47 0.68 -2.53 0.35
H -7.342288 -0.367789 -3.665365 2.04 1.30 1.20 0.33
H -6.513044 2.449718 -2.020512 0.61 -1.67 -2.24 0.25
H -6.584200 2.384226 -4.042345 -0.92 -1.58 2.43 0.27
H -4.108224 0.266933 -3.944330 1.46 -1.49 1.97 0.24
H -3.577398 -1.591272 -5.360538 0.71 -0.32 2.80 0.26
H -1.986378 -1.958351 -4.398687 -2.56 0.59 0.53 0.25
H -3.608304 -2.725264 -3.743004 0.76 1.76 -1.16 0.38
C 0.930655 -1.123634 2.810068 -0.07 0.13 -0.28 -0.20
C 2.432046 -0.867111 2.930980 0.15 -0.01 -0.26 -0.82
C 2.747116 -0.678388 4.413944 0.47 0.33 -0.20 -0.38
S 1.516093 -1.613609 5.309266 0.20 -0.22 0.18 1.20
O 0.691140 -0.689821 6.059068 0.20 -0.41 0.01 -0.67
O 2.145809 -2.765362 5.923573 -0.37 0.46 0.12 -0.69
C 0.601007 -2.154774 3.879101 -0.38 -0.16 -0.44 -0.74
H 0.658382 -1.478564 1.811810 0.07 0.10 0.24 0.09
H 0.380283 -0.194752 3.001660 0.02 -0.12 0.00 0.29
H 2.982355 -1.733458 2.544277 -0.09 0.11 0.04 0.33
H 2.741803 0.005453 2.347387 0.01 -0.14 0.13 0.34
H 3.742255 -1.054287 4.664776 -0.28 0.15 0.16 0.24
H 2.658893 0.370088 4.711576 0.03 -0.24 0.07 0.31
H -0.463619 -2.205138 4.113661 0.15 -0.03 0.15 0.40
H 0.972663 -3.144973 3.599060 -0.02 0.11 0.11 0.36
C 8.456937 -0.151660 5.951396 0.28 0.00 0.10 -0.59
C 7.509550 -0.020553 7.142979 0.03 -0.31 0.23 -0.61
C 6.658704 1.228109 6.917207 -0.09 0.01 0.70 -0.60
S 6.552839 1.447315 5.147348 0.00 0.13 -0.15 1.03
O 7.238365 2.672349 4.793115 -0.49 -0.35 -0.03 -0.67
O 5.200536 1.161428 4.711461 0.30 0.38 -0.09 -0.56
C 7.598115 0.070236 4.715299 0.34 -0.40 -0.20 -0.65
H 8.948637 -1.128573 5.929050 -0.06 0.16 -0.02 0.34
H 9.235170 0.618534 6.011342 -0.09 -0.12 -0.07 0.30
H 6.861829 -0.904241 7.192871 0.09 0.12 -0.01 0.29
H 8.055738 0.039708 8.089522 -0.13 -0.01 -0.15 0.31
H 5.653384 1.109778 7.329333 0.11 0.18 -0.19 0.34
H 7.132894 2.117559 7.341110 -0.11 -0.06 -0.21 0.35
H 8.181223 0.308776 3.824195 -0.21 0.10 0.05 0.39
H 6.952957 -0.792442 4.523976 0.03 0.15 0.00 0.32
C -1.903770 3.312745 -7.540601 -0.14 0.25 -0.04 -0.55
C -1.053895 3.490020 -6.283268 0.25 0.27 -0.08 -0.70
C -1.446130 2.384138 -5.304880 0.21 0.47 0.51 -0.55
S -2.016803 1.015152 -6.300806 1.01 -0.07 -0.27 1.25
O -3.427439 0.814957 -6.043588 -0.09 -0.26 0.08 -0.68
O -1.053465 -0.064884 -6.223639 -0.80 0.10 0.12 -0.72
C -1.840199 1.830045 -7.875726 -0.07 0.21 -0.51 -0.80
H -1.538117 3.927816 -8.368014 -0.09 -0.12 0.12 0.36
H -2.939306 3.606533 -7.331336 0.11 -0.04 -0.09 0.27
H 0.007124 3.393014 -6.543582 -0.17 0.01 0.04 0.30
H -1.193032 4.479644 -5.836968 0.05 -0.18 -0.05 0.33
H -0.595218 2.062653 -4.698980 -0.30 -0.16 -0.05 0.36
H -2.268623 2.697134 -4.655874 0.09 -0.18 -0.10 0.32
H -2.632511 1.508501 -8.553837 0.09 -0.13 0.16 0.40
H -0.861738 1.560234 -8.284214 -0.15 -0.07 0.12 0.36
```
Positions in Å, forces in eV/Å.

## Properties
F_max: 10.53 eV/A
Energy above the lowest of the compared OMol25 structures with the same formula, charge and spin: 315.7 kcal per mole
Net charge: +1
LUMO: -5.68 eV
Spin multiplicity: 1